Below is a single C6H12O molecule, with properties calculated with the ωB97M-V functional and the def2-TZVPD basis.

Spin multiplicity = 1
Strongest force on any atom = 0.85 eV/A
Energy above the lowest of the compared OMol25 structures with the same formula, charge and spin = 41.9 kcal/mol
SMILES = CC[C@@H]1[C@@H](C)[C@@H]1O
LUMO = 1.065 eV
Total energy = -8462.5378 eV
HOMO-LUMO gap = 10.28 eV

Each line ends with the Löwdin charge.
Atoms and positions in Å:
1 H 1.379 -1.406 0.364  0.067
2 H 0.819 -2.882 -0.405  0.065
3 H 1.567 1.731 -1.006  0.075
4 C 1.507 1.487 0.061  -0.064
5 H 1.220 -1.435 -1.370  0.083
6 H -1.773 0.132 1.896  0.083
7 C 0.746 -1.799 -0.448  -0.098
8 H 2.344 0.786 0.242  0.073
9 H 1.726 2.379 0.648  0.065
10 H -1.313 -1.779 -1.227  0.112
11 C 0.165 0.862 0.448  -0.238
12 C -1.377 1.158 0.306  -0.253
13 C -0.722 -1.335 -0.415  -0.206
14 H -1.888 1.969 -0.222  0.146
15 H -0.549 0.537 -1.559  0.148
16 H -1.237 -1.612 0.517  0.111
17 C -0.692 0.154 -0.548  -0.285
18 O -2.217 0.804 1.366  -0.015
19 H 0.297 0.249 1.352  0.132